Record 1
80
Properties=species:S:1:pos:R:3 method="wB97M-V/def2-TZVPD" e_tot_ev=-50368.0753 largest_force_ev_per_a=1.3 charge=+1 homo_lumo_gap_ev=8.3376
C 0.523 -2.327 1.170
N 0.052 -1.098 1.836
C 1.051 -0.172 2.441
C 2.489 -0.368 1.995
C 2.804 0.035 0.555
C 4.117 -0.580 0.092
O 3.839 -1.958 -0.198
C 4.437 -2.894 0.564
O 3.917 -3.931 0.817
C -0.997 -0.506 1.164
N -2.238 -0.871 1.521
C -3.273 -1.337 0.571
C -2.806 -2.370 -0.424
O -2.581 -3.596 0.282
C -2.164 -4.635 -0.498
O -2.562 -4.837 -1.599
N -0.783 0.427 0.262
C -1.783 1.290 -0.369
C -1.309 2.738 -0.466
C -0.036 2.923 -1.277
I 0.522 4.982 -1.304
H 0.927 -2.153 0.170
H 1.275 -2.810 1.786
H -0.311 -3.025 1.093
H 0.993 -0.309 3.523
H 0.755 0.863 2.252
H 2.807 -1.396 2.176
H 3.112 0.246 2.652
H 2.047 -0.327 -0.151
H 2.856 1.123 0.448
H 4.857 -0.501 0.895
H 4.530 -0.088 -0.787
H 5.452 -2.623 0.901
H -2.145 -1.506 2.307
H -4.087 -1.751 1.161
H -3.708 -0.500 0.031
H -1.903 -2.077 -0.971
H -3.602 -2.507 -1.159
H -1.411 -5.256 0.005
H 0.185 0.585 0.012
H -2.684 1.258 0.239
H -2.031 0.897 -1.359
H -2.113 3.289 -0.959
H -1.207 3.172 0.530
H 0.827 2.417 -0.844
H -0.170 2.630 -2.316
C -9.513 -1.258 0.847
C -8.322 -1.687 -0.001
C -6.987 -1.663 0.754
O -6.432 -0.371 0.952
C -6.940 0.338 2.071
N -8.299 -0.892 -1.228
H -9.534 -0.178 0.992
H -10.440 -1.535 0.347
H -9.498 -1.737 1.828
H -8.481 -2.730 -0.294
H -6.251 -2.209 0.153
H -7.076 -2.182 1.718
H -7.159 -0.339 2.901
H -7.841 0.901 1.823
H -6.172 1.045 2.386
H -7.593 -1.246 -1.865
H -8.009 0.054 -1.000
C 8.237 3.552 -2.954
C 7.120 3.748 -1.936
C 7.265 2.885 -0.675
O 6.893 1.527 -0.847
C 7.893 0.681 -1.386
N 5.832 3.548 -2.603
H 8.127 2.610 -3.493
H 8.211 4.352 -3.692
H 9.218 3.561 -2.475
H 7.158 4.787 -1.596
H 6.579 3.273 0.082
H 8.280 2.952 -0.264
H 8.889 0.974 -1.041
H 7.883 0.676 -2.478
H 7.688 -0.332 -1.038
H 5.074 3.771 -1.964
H 5.730 2.555 -2.792


Record 2
77
Properties=species:S:1:pos:R:3 method="wB97M-V/def2-TZVPD" e_tot_ev=-67782.3264 e_above_lowest_kj_mol=96.9 largest_force_ev_per_a=5.8 spin_multiplicity=3 charge=+2 homo_lumo_gap_ev="4.6137 / 4.1697"
C 0.070 1.325 -4.450
C 0.650 0.519 -3.363
H 0.639 1.228 -5.387
H 0.066 2.385 -4.148
H -0.971 1.013 -4.631
O 1.646 -0.194 -3.432
I -2.466 1.941 -0.560
Au -0.350 0.643 -1.530
P -1.720 -1.384 -1.712
C -0.877 -2.949 -1.351
C -3.171 -1.445 -0.620
H -3.846 -2.246 -0.959
H -2.929 -2.586 -3.392
H -3.693 -0.475 -0.643
H -3.017 -0.813 -3.666
H -0.634 -3.001 -0.279
H -2.844 -1.646 0.412
C -2.360 -1.646 -3.384
H -1.555 -3.777 -1.607
H -1.533 -1.716 -4.102
H 0.048 -3.039 -1.935
P 0.879 2.353 -0.239
C 2.321 1.548 0.541
C 1.659 3.522 -1.401
H -0.901 3.628 0.923
H 0.721 3.511 1.861
H -0.329 1.297 2.246
C 0.071 3.154 1.059
H 0.898 4.198 -1.804
H 2.395 4.112 -0.843
H 2.930 2.335 1.012
H 2.931 0.991 -0.184
H 2.165 3.019 -2.233
H 1.937 0.862 1.311
C 1.243 -0.658 -1.339
O 2.108 -1.376 -1.097
C -2.680 1.901 3.752
C -2.366 0.511 4.341
C -2.712 0.494 5.841
C -3.269 -0.486 3.603
P -0.548 0.088 4.077
N -0.100 0.364 2.592
C 0.548 1.076 5.255
C 0.573 0.438 6.652
C 1.981 1.135 4.691
C 0.067 2.532 5.352
C -0.226 -1.766 4.165
C -0.786 -2.444 2.903
C 1.292 -2.020 4.149
C -0.863 -2.389 5.406
H -3.768 2.052 3.824
H -2.397 1.956 2.691
H -2.197 2.717 4.297
H -3.800 0.635 5.930
H -2.463 -0.466 6.314
H -2.226 1.309 6.392
H -3.032 -0.523 2.532
H -3.240 -1.494 4.029
H -4.307 -0.133 3.700
H 1.060 -0.546 6.660
H 1.159 1.100 7.309
H -0.428 0.349 7.091
H 1.969 1.455 3.643
H 2.553 1.871 5.275
H 2.514 0.182 4.754
H 0.003 2.996 4.359
H -0.887 2.637 5.877
H 0.818 3.092 5.930
H -0.469 -1.905 2.006
H -0.385 -3.464 2.856
H -1.875 -2.525 2.903
H 1.762 -1.501 3.303
H 1.798 -1.758 5.087
H 1.437 -3.100 3.999
H -0.520 -1.936 6.344
H -1.959 -2.363 5.367
H -0.560 -3.447 5.417


Record 3
83
Properties=species:S:1:pos:R:3 method="wB97M-V/def2-TZVPD" e_tot_ev=-63991.7287 largest_force_ev_per_a=7.2 charge=-1 homo_lumo_gap_ev=7.2139
C 8.918 4.726 -2.407
C 7.713 3.765 -1.799
O 8.185 2.489 -1.239
C 7.617 1.326 -1.937
C 5.983 1.125 -1.676
In 4.929 0.789 -3.653
C 5.580 -1.310 -4.358
C 6.724 -1.270 -5.531
B 5.504 2.446 -5.091
C 6.642 2.379 -6.275
O 4.794 3.756 -4.930
S 2.436 0.728 -3.532
O 2.041 -0.754 -3.161
O 1.863 0.968 -4.954
C 1.669 1.828 -2.225
F 1.697 1.109 -0.924
F 0.206 1.946 -2.588
C 2.242 3.362 -2.178
F 3.578 3.518 -1.560
F 2.183 4.063 -3.506
F 1.289 4.133 -1.293
H 9.711 4.926 -1.538
H 8.483 5.807 -2.664
H 9.458 4.261 -3.349
H 7.252 4.382 -0.888
H 6.831 3.654 -2.574
H 7.869 1.307 -3.104
H 8.177 0.368 -1.498
H 5.900 0.131 -1.027
H 5.586 2.020 -1.035
H 5.954 -1.896 -3.414
H 4.608 -1.879 -4.750
H 7.306 -2.302 -5.486
H 7.528 -0.431 -5.337
H 6.198 -1.198 -6.579
H 6.139 2.858 -7.245
H 7.583 3.048 -6.032
H 7.002 1.305 -6.565
H 5.372 4.240 -4.242
C -3.256 -1.588 3.783
C -2.400 -0.619 2.973
N -1.226 -1.241 2.355
C -0.264 -0.266 1.829
C -0.719 0.625 0.678
C -1.482 -2.393 1.489
C -2.416 -2.192 0.300
H -2.660 -2.108 4.541
H -4.050 -1.039 4.302
H -3.742 -2.335 3.147
H -2.063 0.160 3.667
H -3.033 -0.123 2.229
H 0.654 -0.787 1.529
H 0.045 0.385 2.656
H -0.761 0.076 -0.265
H 0.000 1.440 0.538
H -1.696 1.082 0.863
H -1.891 -3.202 2.107
H -0.528 -2.796 1.123
H -3.319 -1.636 0.563
H -2.737 -3.167 -0.083
H -1.916 -1.678 -0.523
C -7.013 -3.409 2.313
C -7.861 -2.256 2.843
N -8.769 -2.638 3.928
C -9.772 -1.612 4.231
C -9.274 -0.276 4.772
C -8.155 -3.274 5.095
C -7.066 -2.502 5.832
H -7.640 -4.252 2.003
H -6.441 -3.079 1.439
H -6.293 -3.764 3.057
H -8.454 -1.886 1.999
H -7.197 -1.437 3.143
H -10.511 -2.021 4.932
H -10.341 -1.412 3.314
H -8.960 -0.354 5.815
H -10.087 0.459 4.741
H -8.446 0.132 4.185
H -7.733 -4.236 4.778
H -8.938 -3.552 5.814
H -6.341 -2.046 5.154
H -6.511 -3.184 6.485
H -7.485 -1.723 6.471